C21H20IrN2O4S4 as an isolated structure at a distorted geometry. Source: the OMol25 dataset; level of theory: ωB97M-V with the def2-TZVPD basis set.

```
52
Properties=species:S:1:pos:R:3:forces:R:3:nbo_charge:R:1
S -2.911161 1.190489 -0.259114 -0.4 -0.4 0.0 0.268
C -3.336930 0.249773 -2.749490 0.3 -0.3 -0.1 -0.410
H 2.328992 -0.276738 0.904468 0.0 0.0 0.0 0.216
S -1.862861 -0.608042 -2.654189 -0.2 0.3 -0.3 0.103
H -2.715319 -3.991046 4.342490 0.0 0.0 0.0 0.218
O 1.162982 -0.581143 -1.488067 -0.1 -0.1 0.4 -0.587
C 0.162736 2.294019 0.476266 0.2 -0.1 0.0 0.542
O -6.654955 1.422110 -4.157158 0.1 0.2 -0.1 -0.532
C 0.706084 3.671017 0.519150 0.0 0.0 0.0 -0.050
H -1.668498 -1.756010 4.348417 0.0 0.0 0.0 0.210
C 1.217245 4.194277 1.705232 0.0 0.0 0.0 -0.191
C -3.787680 1.026733 -1.722079 0.1 0.2 0.4 -0.440
H 1.797001 -1.061914 -3.392597 0.0 0.0 0.0 0.176
C -1.785038 -2.300812 3.418822 0.0 -0.1 0.0 -0.139
C -0.757637 -0.380534 2.338397 0.0 0.0 -0.1 0.140
C 1.717022 6.255984 0.575685 0.0 0.0 0.0 -0.195
C -1.340806 -1.701227 2.231331 0.0 0.0 0.0 -0.218
C -2.504206 -4.232991 2.213440 0.0 0.0 -0.2 -0.177
C -2.367950 -3.548727 3.419187 0.0 0.1 0.1 -0.262
H 2.523999 1.340927 -3.898337 0.0 0.0 0.0 0.218
N -0.501531 0.388003 1.342365 -0.2 -0.1 0.0 -0.294
C -2.062612 -3.677810 1.029871 0.0 -0.1 0.2 -0.228
H 1.201329 6.338562 -1.504600 0.0 0.0 0.0 0.215
S -4.364390 0.119319 -4.154096 0.1 0.1 0.0 0.362
O -0.111490 1.810410 -0.700660 -0.5 0.3 -0.3 -0.675
H 1.249092 -1.679380 1.008039 0.0 0.0 0.0 0.219
H 0.513588 0.141340 -3.264540 0.0 0.0 0.0 0.205
H 2.004549 -2.448918 -1.236726 0.0 0.0 0.0 0.180
S -5.324255 1.830404 -1.922539 0.1 0.1 0.0 0.356
H 2.996648 -1.914662 0.992282 0.0 0.0 0.0 0.220
Ir -1.048045 0.004631 -0.576418 1.4 0.0 -0.1 0.976
C 2.464870 0.947261 -2.882529 0.0 0.0 0.0 -0.642
H -0.529201 0.012358 3.324941 0.0 0.0 0.0 0.210
H 2.110658 7.264005 0.598359 0.0 0.0 0.0 0.214
H 0.300503 4.028604 -1.549021 0.0 0.0 0.0 0.233
C 1.207740 5.736612 -0.605336 0.0 0.0 0.0 -0.215
H 2.143292 1.749044 -2.218044 0.0 0.0 0.0 0.230
C -5.643082 1.206869 -3.562216 -0.2 -0.4 0.2 0.214
O -1.008748 -1.955888 -0.145348 -0.9 0.1 -0.1 -0.716
N 0.023859 1.636748 1.594646 0.1 0.2 -0.1 -0.413
C 2.181658 -1.311206 0.589980 0.0 0.0 0.0 -0.634
H -2.155609 -4.203691 0.089554 0.0 0.0 0.0 0.221
H 1.213012 3.581669 2.595585 0.0 0.0 0.0 0.234
H 2.119072 5.888592 2.651405 0.0 0.0 0.0 0.215
C 1.721353 5.483608 1.730091 0.0 0.0 0.0 -0.216
H -2.961626 -5.214422 2.202085 0.0 0.0 0.0 0.215
C 0.703498 4.445649 -0.636602 0.0 0.0 0.0 -0.199
C 1.456496 -0.185486 -2.831240 0.0 0.2 -0.1 -0.060
C 2.177526 -1.416353 -0.915620 0.0 -0.1 0.0 -0.051
C -1.476822 -2.406794 1.009514 0.3 0.1 0.1 0.356
H 3.466503 0.630616 -2.591281 0.0 0.0 0.0 0.203
H 3.146380 -1.100006 -1.309156 0.0 0.0 0.0 0.175
```
Positions in Å, forces in eV/Å.

Output
Kohn-Sham gap (alpha / beta), hartree: 0.26455 / 0.22579
Lowest unoccupied orbital energy (alpha / beta), eV: -0.39 / -2.00
Multiplicity: 2
Electronic energy, a.u.: -2919.81688